No. 1
The following is a DFT calculation (ωB97M-V/def2-TZVPD) of a cluster of 2 separate species, C3H9N3 in total at a distorted geometry.

Element x y z (Å)
H -2.24250 1.59363 1.32780
N -1.74249 1.92264 0.51743
C -0.55338 1.70948 0.21277
N 0.03305 2.30464 -0.89762
H 0.20357 1.14743 0.76118
H 0.88021 1.86961 -1.17564
H -0.58204 2.50349 -1.66028
C 1.41214 -0.99486 -0.54763
N 0.98745 -1.26138 0.60103
C -0.20804 -2.05788 0.71587
H 2.35882 -0.46450 -0.69034
H 1.02204 -1.38661 -1.49941
H 0.00635 -2.95359 1.30881
H -0.63088 -2.49489 -0.20001
H -0.94430 -1.43721 1.22603

Values from the calculation:
Frontier orbital gap (eV): 10.3
E (eV): -7725.855
Relative energy (zero: lowest compared OMol25 entry of this formula, charge and spin) (kJ/mol): 165.8
Structure (SMILES): [H]/N=C/N.C=NC
LUMO (eV): 0.975

No. 2
The following is a DFT calculation (ωB97M-V/def2-TZVPD) of a structure of composition Cl2FHOP at a distorted geometry.

Element x y z (Å)
O 0.22257 -0.06648 0.63216
F 2.92988 0.20939 1.63307
P 2.46476 0.09280 0.16237
Cl 3.19379 1.60408 -0.69796
Cl 2.77638 -1.86382 -0.27403
H 0.17246 -0.91404 1.11589

Values from the calculation:
Frontier orbital gap (alpha / beta) (eV): 8.7 / 8.7
Total charge: +1
E (eV): -39105.589
Relative energy (zero: lowest compared OMol25 entry of this formula, charge and spin) (kJ/mol): 383.0
LUMO (alpha / beta) (eV): -8.155 / -8.151

No. 3
The following is a DFT calculation (ωB97M-V/def2-TZVPD) of a cluster of 15 separate species, C58H136O42P6 in total at a distorted geometry.

Element x y z (Å)
C -0.15277 5.35923 4.81427
C -0.77866 5.15579 6.02816
C -1.86021 4.27960 6.07497
C -2.30656 3.63085 4.93425
C -1.69472 3.92238 3.71420
C -0.64748 4.80786 3.63868
O 0.05415 4.90204 2.45630
O -2.44323 4.02917 7.29490
H 0.71922 6.00477 4.74289
H -0.39436 5.62469 6.92201
H -3.09644 2.89540 4.89774
H -1.92867 3.31261 2.84577
H 0.61457 5.68106 2.42125
H -3.31321 3.64614 7.13647
C -5.24111 2.66194 -0.60709
C -5.35516 2.44191 0.75982
C -4.96651 3.44143 1.64073
C -4.35573 4.59647 1.15627
C -4.31784 4.83819 -0.20625
C -4.74949 3.85892 -1.09798
O -4.75972 4.18552 -2.40223
O -4.89714 3.15364 3.00772
H -5.63880 1.96363 -1.33718
H -5.93410 1.59452 1.10288
H -3.85522 5.32160 1.78888
H -3.76560 5.67488 -0.61957
H -4.75866 3.34241 -2.93526
H -5.16953 3.88945 3.56461
C -3.34618 -3.32629 1.05077
O -4.76080 -3.62199 1.04093
P -5.17463 -5.04905 1.61509
O -4.37222 -6.16005 1.10686
O -5.12933 -4.81471 3.17550
C -5.41379 -5.88972 4.09394
O -6.72111 -5.11440 1.29501
C -7.19151 -5.84016 0.16281
H -2.65335 -4.17113 1.08527
H -3.12468 -2.67289 1.89645
H -3.11865 -2.82346 0.11203
H -6.33701 -5.63502 4.61473
H -4.57981 -5.97336 4.78596
H -5.54926 -6.84245 3.57979
H -6.53869 -6.63976 -0.17817
H -7.37727 -5.19315 -0.70392
H -8.18569 -6.20873 0.42198
C -3.42817 -2.54308 -2.92326
O -3.15528 -1.87811 -4.15891
P -3.32772 -2.60415 -5.55425
O -4.67297 -2.98853 -5.94664
O -2.16295 -3.71796 -5.50372
C -2.45378 -5.12974 -5.66476
O -2.67535 -1.56996 -6.56635
C -1.33128 -1.07423 -6.33035
H -3.28921 -1.79152 -2.14963
H -2.66030 -3.30506 -2.76862
H -4.42352 -2.97864 -2.84859
H -1.58592 -5.50560 -6.22495
H -3.36563 -5.31176 -6.23489
H -2.46859 -5.72701 -4.74676
H -1.39344 -0.19396 -5.68937
H -0.91171 -0.78211 -7.29162
H -0.71584 -1.86622 -5.90678
C 7.47951 -0.56726 2.89002
O 6.12816 -0.93970 2.55569
P 5.61341 -2.44391 2.49770
O 4.34449 -2.53983 1.78620
O 6.85216 -3.22917 1.93273
C 7.00708 -4.65698 2.12479
O 5.55119 -2.88641 4.01544
C 4.73395 -2.24806 4.97950
H 8.20091 -1.38724 2.92686
H 7.51024 -0.16999 3.91773
H 7.80707 0.23192 2.22355
H 7.91094 -4.87238 2.68850
H 7.15136 -5.07495 1.12785
H 6.10512 -5.07020 2.56815
H 4.30883 -1.29708 4.65285
H 5.40141 -1.99989 5.81101
H 3.94061 -2.86156 5.40181
C 2.23488 -4.75661 2.44843
O 2.29611 -6.01890 1.78999
P 2.66171 -6.22559 0.26265
O 2.55059 -7.62963 -0.10647
O 1.70888 -5.18497 -0.49141
C 0.34998 -5.53573 -0.66888
O 4.04061 -5.48969 0.08414
C 4.78886 -5.61957 -1.14805
H 3.06797 -4.63505 3.14279
H 1.30686 -4.67027 3.01558
H 2.28294 -3.89653 1.78197
H -0.35470 -4.76172 -0.34582
H 0.04614 -6.48901 -0.23439
H 0.10514 -5.60889 -1.73448
H 5.83164 -5.83914 -0.94482
H 4.60214 -4.67523 -1.65233
H 4.43066 -6.47487 -1.72835
C 0.95058 0.81309 1.90396
O -0.05059 -0.08529 1.40809
P -0.28979 -0.22384 -0.15517
O -1.33058 -1.19073 -0.48985
O -0.51066 1.24757 -0.67055
C -1.50858 2.12534 -0.15982
O 1.13740 -0.55359 -0.73669
C 1.82484 -1.73085 -0.30917
H 0.41236 1.53996 2.51645
H 1.42635 1.40628 1.11942
H 1.70538 0.27037 2.46243
H -1.04634 3.07806 0.13821
H -1.99197 1.73637 0.73774
H -2.20047 2.43121 -0.94360
H 1.28572 -2.36259 0.39623
H 2.85129 -1.50406 -0.01487
H 1.96785 -2.37627 -1.18911
C -2.32023 -2.01139 8.26741
O -2.62158 -0.92174 7.39517
P -2.65515 -1.27239 5.84530
O -1.61898 -2.18194 5.36059
O -4.15198 -1.70840 5.49986
C -4.60223 -3.04396 5.82719
O -2.56561 0.15839 5.21329
C -2.74401 0.34291 3.81845
H -1.79606 -2.84396 7.80107
H -3.23864 -2.38894 8.72324
H -1.71110 -1.59992 9.06992
H -3.80559 -3.72226 6.15345
H -5.06040 -3.44825 4.92552
H -5.30089 -2.98496 6.66757
H -1.74982 0.40271 3.36466
H -3.25295 1.26988 3.57111
H -3.25223 -0.49983 3.34978
C 2.22536 4.47051 -0.27826
O 3.17639 3.63008 0.32403
C 3.54045 4.06611 1.61932
C 4.75214 3.31068 2.11617
O 4.44294 2.17796 2.88813
C 3.97555 1.04644 2.19594
H 2.46838 5.53014 -0.11039
H 1.24066 4.28353 0.18043
H 2.11023 4.34453 -1.35008
H 2.68526 3.96636 2.31340
H 3.74252 5.15315 1.62171
H 5.29863 3.96654 2.80235
H 5.47985 3.08268 1.32801
H 3.74846 0.30829 2.95917
H 4.61029 0.61922 1.41717
H 3.03312 1.27860 1.66933
C 7.03713 -2.98324 -2.96522
O 7.49896 -3.08047 -1.63888
C 7.66476 -1.82023 -1.02029
C 6.41353 -0.98317 -0.94989
O 6.29367 -0.12197 -2.08625
C 5.02908 0.48731 -2.09580
H 7.33803 -2.08856 -3.51731
H 5.94536 -2.97564 -2.93212
H 7.43858 -3.84534 -3.49311
H 8.41904 -1.23520 -1.57140
H 8.11214 -1.99096 -0.04285
H 6.36189 -0.35692 -0.04367
H 5.50212 -1.59847 -0.86651
H 4.88187 1.15713 -1.24075
H 4.22226 -0.25711 -2.10242
H 4.93378 1.06243 -3.01494
C -2.05258 3.69754 -6.19994
O -1.42108 2.72728 -5.38738
C -0.02249 2.83472 -5.38856
C 0.56977 1.88352 -4.37775
O 1.94926 2.06893 -4.31358
C 2.50165 1.41385 -3.22550
H -1.78104 4.71912 -5.92619
H -3.11312 3.45885 -6.20612
H -1.76918 3.53211 -7.25728
H 0.34172 3.85485 -5.18945
H 0.35417 2.59109 -6.39718
H 0.33066 0.84406 -4.63939
H 0.12876 2.07834 -3.39049
H 2.04148 1.68339 -2.26890
H 3.53514 1.74511 -3.11696
H 2.52706 0.32477 -3.32275
C 1.40834 -0.08254 9.29034
O 1.48937 0.67616 8.11688
C 1.41307 -0.08823 6.93940
C 1.34445 0.86884 5.79098
O 2.45059 1.69479 5.78607
C 2.36233 2.69084 4.80369
H 0.48858 -0.67343 9.29818
H 1.46927 0.55929 10.16882
H 2.32360 -0.69101 9.38507
H 0.53622 -0.75194 6.99579
H 2.29084 -0.74581 6.80772
H 0.42278 1.47106 5.86773
H 1.13134 0.32502 4.85637
H 1.40051 3.22239 4.85867
H 2.50795 2.34619 3.77336
H 3.11341 3.44412 5.04592
C -6.94592 2.93261 -8.05344
O -6.55253 1.97525 -7.07830
C -6.04953 2.56953 -5.92283
C -5.52410 1.53135 -4.93016
O -4.57105 2.14302 -4.09460
C -3.65003 1.15800 -3.61449
H -6.86920 2.47936 -9.04365
H -6.25461 3.78272 -8.10861
H -7.97972 3.21718 -7.83995
H -6.77718 3.18812 -5.37097
H -5.19858 3.22028 -6.17539
H -5.08257 0.73492 -5.54004
H -6.34732 1.14673 -4.32409
H -4.22243 0.26667 -3.34876
H -3.11997 1.50485 -2.72839
H -2.92793 0.91286 -4.39223
C -2.28819 8.60452 -3.44513
O -2.07680 7.83781 -2.30351
C -0.69738 7.72427 -1.99935
C -0.45916 6.48137 -1.16928
O -0.25059 5.33321 -1.92927
C -1.40523 4.90993 -2.66692
H -1.73730 8.16672 -4.27811
H -2.01744 9.66214 -3.33483
H -3.36412 8.61528 -3.60449
H -0.36685 8.63045 -1.47476
H -0.09936 7.60050 -2.91570
H -1.29379 6.37079 -0.46367
H 0.45820 6.61283 -0.59499
H -1.50271 5.53850 -3.56139
H -2.30055 4.92941 -2.04593
H -1.22213 3.88654 -2.99844
C 0.67271 -3.90867 -3.81241
O 1.81433 -4.67907 -3.62489
C 2.95507 -4.31138 -4.30305
C 3.43254 -2.88423 -3.97347
O 2.55387 -1.88340 -4.42278
C 2.61405 -1.63848 -5.81962
H 0.64936 -3.47617 -4.81655
H 0.56259 -3.04860 -3.13647
H -0.24606 -4.47440 -3.65400
H 2.76741 -4.35178 -5.38797
H 3.81330 -4.96524 -4.15011
H 4.47554 -2.67199 -4.22214
H 3.34056 -2.81404 -2.88284
H 2.00403 -0.75753 -6.00034
H 2.14993 -2.46792 -6.38042
H 3.64799 -1.57758 -6.17490

Values from the calculation:
Frontier orbital gap (eV): 8.5
E (eV): -204084.100
Relative energy (zero: lowest compared OMol25 entry of this formula, charge and spin) (kJ/mol): 0.0
LUMO (eV): 0.409

No. 4
The following is a DFT calculation (ωB97M-V/def2-TZVPD) of an isolated molecule of C4H7N3S at a distorted geometry.

Element x y z (Å)
H 2.16939 1.53243 0.06874
N 2.48482 0.57067 0.10889
C 1.38012 0.00059 -0.00547
N 1.30889 -1.40051 0.00256
C -0.02763 -1.93682 -0.15282
C -0.84072 -0.89069 -0.25315
C -2.34184 -0.79976 0.17775
N -0.02924 0.32680 0.10211
S -0.62691 1.81999 -0.14820
H 2.05533 -1.94704 0.23421
H -0.25296 -2.93413 0.01569
H -3.24131 -0.26281 -0.57264
H -2.55022 -0.44059 1.26736
H -2.60160 -1.97767 0.13700
H -0.91895 2.19125 1.12807

Values from the calculation:
Frontier orbital gap (eV): 8.7
E (eV): -19564.538
Relative energy (zero: lowest compared OMol25 entry of this formula, charge and spin) (kJ/mol): 312.6
Structure (SMILES): [H]/N=c1/[nH]cc(C)n1S
LUMO (eV): 0.642